Here is the molecule C6H4O from the OMol25 dataset. Energies are from ωB97M-V/def2-TZVPD.

Geometry as XYZ:
```
11
C6H4O (ωB97M-V/def2-TZVPD)
C 3.17289 0.43128 0.48564
C 1.95521 0.07845 0.30709
C 0.51906 0.02751 0.36901
C -0.43515 0.98435 0.21994
C -1.62364 0.28969 -0.16152
C -1.30029 -1.02845 -0.18051
O -0.00547 -1.20837 0.15028
H 2.40053 -0.42097 -0.61582
H -0.28526 2.05111 0.31464
H -2.56273 0.72775 -0.46256
H -1.83517 -1.93235 -0.42620
```

Calculated values
ΔE to the lowest compared entry with this formula, charge and spin = 69.0 kcal/mol
Multiplicity = 1
LUMO level = 0.5 eV
HOMO level = -9.084 eV
Kohn-Sham gap = 9.535 eV
DFT total energy = -306.1015 a.u.